Record 1
{
  "formula": "C5H12NO2Se",
  "method": "wB97M-V/def2-TZVPD",
  "symbols": ["C", "C", "C", "C", "C", "N", "O", "O", "Se", "H", "H", "H", "H", "H", "H", "H", "H", "H", "H", "H", "H"],
  "positions_angstrom": [[-1.42, 0.13, -0.49], [0.55, -1.00, -1.58], [-3.09, 1.52, 0.42], [2.80, 0.82, -0.17], [0.07, 0.04, -0.67], [0.75, -1.40, 1.70], [-2.19, -0.72, -0.85], [-1.72, 1.27, 0.13], [0.98, 1.10, 0.40], [1.43, -1.52, -1.18], [-0.25, -1.72, -1.75], [0.82, -0.60, -2.56], [-3.33, 1.16, 1.42], [-3.72, 1.01, -0.31], [-3.23, 2.60, 0.37], [3.15, 1.72, -0.68], [3.43, 0.66, 0.71], [2.88, -0.04, -0.83], [1.51, -1.45, 2.37], [-0.09, -1.25, 2.25], [0.66, -2.33, 1.30]],
  "fmax_ev_per_a": 0.9,
  "relative_energy_kj_mol": 20.3,
  "e_homo_ha": [-0.5013, -0.5014],
  "homo_lumo_gap_ha": [0.2821, 0.2822],
  "total_charge": 1
}

Record 2
{
  "formula": "CNO2S2",
  "method": "wB97M-V/def2-TZVPD",
  "symbols": ["C", "N", "O", "O", "S", "S"],
  "positions_angstrom": [[2.44, 0.39, 0.23], [3.47, -0.02, -0.03], [-1.41, -0.75, -1.35], [-0.69, -0.85, 1.06], [-2.66, 1.29, 0.17], [-1.15, -0.06, -0.08]],
  "fmax_ev_per_a": 4.3,
  "relative_energy_kj_mol": 368.1,
  "e_homo_ha": [-0.1790, -0.1790],
  "homo_lumo_gap_ha": [0.1803, 0.1804],
  "total_charge": -1
}

Record 3
{
  "formula": "C2H12BeFO6",
  "method": "wB97M-V/def2-TZVPD",
  "symbols": ["Be", "F", "O", "C", "C", "O", "H", "H", "H", "H", "O", "H", "H", "O", "H", "H", "O", "H", "H", "O", "H", "H"],
  "positions_angstrom": [[-0.44, 0.23, 0.62], [0.98, 0.61, 0.18], [-0.87, -0.77, -3.42], [-1.15, -0.30, -2.17], [-0.73, -1.39, -1.19], [-1.10, -1.06, 0.10], [-2.23, -0.02, -2.03], [-0.53, 0.59, -1.95], [0.37, -1.50, -1.28], [-1.17, -2.34, -1.29], [2.57, 0.23, 2.73], [1.73, 0.54, 2.39], [2.89, 0.98, 3.22], [2.78, -0.42, -1.39], [2.01, -0.12, -0.92], [2.41, -0.87, -2.14], [-1.56, 1.56, 0.36], [-1.73, 2.37, 0.83], [-2.35, 1.54, -0.28], [-0.34, 0.14, 2.29], [-1.02, 0.73, 2.64], [-0.54, -0.73, 2.67]],
  "fmax_ev_per_a": 3.3,
  "relative_energy_kj_mol": 0.0,
  "e_homo_ha": -0.0697,
  "homo_lumo_gap_ha": 0.1275,
  "total_charge": -1
}

Record 4
{
  "formula": "C46H68BN7O3SeSr",
  "method": "wB97M-V/def2-TZVPD",
  "symbols": ["Sr", "C", "C", "C", "C", "C", "C", "C", "Se", "C", "C", "C", "C", "C", "C", "O", "C", "C", "C", "C", "C", "C", "C", "C", "C", "O", "C", "C", "C", "C", "C", "C", "H", "H", "H", "H", "H", "H", "H", "H", "H", "H", "H", "H", "H", "H", "H", "H", "H", "H", "H", "H", "H", "H", "H", "H", "H", "H", "H", "H", "H", "H", "H", "H", "H", "H", "H", "H", "H", "H", "H", "H", "C", "C", "C", "C", "C", "N", "N", "B", "N", "N", "C", "C", "C", "C", "C", "N", "N", "C", "C", "C", "C", "C", "H", "H", "H", "H", "H", "H", "H", "H", "H", "H", "H", "H", "H", "H", "H", "H", "H", "H", "H", "H", "H", "H", "N", "C", "O", "C", "C", "H", "H", "H", "H", "H", "H"],
  "positions_angstrom": [[1.24, 0.37, -0.88], [-5.36, 3.71, 2.95], [-4.26, 2.73, 3.34], [-3.59, 3.25, 4.63], [-4.91, 1.37, 3.64], [-3.21, 2.58, 2.24], [-2.14, 1.69, 2.41], [-1.19, 1.50, 1.45], [0.19, 0.17, 1.77], [-1.06, -1.34, 1.06], [-1.76, -2.06, 2.01], [-2.54, -3.17, 1.69], [-2.54, -3.56, 0.36], [-1.84, -2.89, -0.65], [-1.09, -1.73, -0.31], [-0.40, -1.03, -1.19], [-1.94, -3.53, -2.06], [-1.15, -2.84, -3.17], [-1.43, -4.98, -1.99], [-3.41, -3.54, -2.50], [-3.35, -3.97, 2.72], [-4.84, -3.93, 2.35], [-2.89, -5.43, 2.75], [-3.20, -3.39, 4.13], [-1.21, 2.23, 0.21], [-0.26, 2.07, -0.66], [-2.30, 3.12, 0.02], [-3.25, 3.26, 1.04], [-2.53, 3.95, -1.26], [-1.50, 3.75, -2.38], [-2.54, 5.44, -0.91], [-3.90, 3.57, -1.86], [-6.09, 3.78, 3.76], [-5.89, 3.39, 2.05], [-4.97, 4.71, 2.77], [-4.32, 3.34, 5.44], [-3.14, 4.23, 4.46], [-2.80, 2.57, 4.95], [-5.67, 1.47, 4.43], [-4.17, 0.64, 3.97], [-5.38, 0.97, 2.74], [-2.06, 1.10, 3.33], [-1.69, -1.72, 3.04], [-3.12, -4.43, 0.08], [-0.08, -2.79, -2.95], [-1.48, -1.81, -3.32], [-1.30, -3.41, -4.09], [-0.39, -5.00, -1.67], [-1.50, -5.45, -2.98], [-2.01, -5.59, -1.29], [-3.80, -2.52, -2.55], [-4.04, -4.10, -1.81], [-3.50, -4.00, -3.49], [-5.02, -4.37, 1.37], [-5.20, -2.90, 2.32], [-5.44, -4.48, 3.08], [-3.04, -5.91, 1.78], [-3.46, -6.00, 3.50], [-1.83, -5.49, 2.99], [-3.53, -2.35, 4.17], [-2.16, -3.42, 4.46], [-3.80, -3.98, 4.83], [-4.07, 3.96, 0.86], [-0.50, 4.06, -2.07], [-1.81, 4.37, -3.23], [-1.42, 2.72, -2.69], [-1.58, 5.73, -0.47], [-3.32, 5.69, -0.18], [-2.71, 6.04, -1.81], [-3.91, 2.51, -2.12], [-4.08, 4.15, -2.77], [-4.72, 3.75, -1.16], [2.02, -3.12, 0.95], [3.20, -2.51, 0.27], [4.56, -2.79, 0.49], [5.24, -1.93, -0.33], [6.72, -1.73, -0.48], [4.34, -1.19, -1.00], [3.07, -1.55, -0.64], [4.59, -0.17, -2.15], [3.57, -0.42, -3.30], [2.30, 0.09, -3.26], [1.71, -0.30, -4.38], [0.30, 0.13, -4.66], [2.58, -1.08, -5.16], [3.75, -1.14, -4.42], [5.03, -1.85, -4.71], [4.54, 1.30, -1.66], [3.36, 1.88, -1.27], [3.63, 3.16, -1.05], [2.55, 4.12, -0.66], [4.99, 3.43, -1.28], [5.53, 2.22, -1.67], [6.94, 1.90, -2.05], [2.27, -4.13, 1.30], [1.15, -3.17, 0.29], [1.73, -2.53, 1.82], [4.98, -3.50, 1.19], [7.24, -2.47, 0.13], [7.02, -0.74, -0.15], [7.04, -1.84, -1.52], [5.70, -0.37, -2.59], [-0.30, 0.13, -3.75], [-0.18, -0.55, -5.37], [0.27, 1.14, -5.08], [2.38, -1.56, -6.10], [4.94, -2.40, -5.65], [5.28, -2.56, -3.92], [5.87, -1.15, -4.80], [1.60, 3.61, -0.50], [2.40, 4.87, -1.45], [2.81, 4.65, 0.26], [5.51, 4.37, -1.17], [7.53, 2.82, -2.02], [7.01, 1.47, -3.05], [7.39, 1.19, -1.36], [2.99, 0.74, 4.63], [3.28, 0.76, 3.26], [3.69, -0.24, 2.70], [3.03, 2.09, 2.60], [1.51, 2.28, 2.43], [2.79, -0.20, 4.94], [2.27, 1.40, 4.88], [3.54, 2.04, 1.63], [3.51, 2.88, 3.21], [1.30, 2.97, 1.61], [1.06, 2.70, 3.35]],
  "fmax_ev_per_a": 2.2,
  "relative_energy_kj_mol": 159.2,
  "e_homo_ha": -0.0135,
  "homo_lumo_gap_ha": 0.1632,
  "total_charge": -2
}

Record 5
{
  "formula": "C26H23MnO",
  "method": "wB97M-V/def2-TZVPD",
  "symbols": ["C", "C", "C", "H", "C", "C", "H", "H", "H", "H", "C", "C", "C", "H", "C", "C", "H", "H", "H", "H", "Mn", "O", "C", "C", "H", "H", "H", "H", "C", "C", "C", "H", "C", "H", "C", "H", "C", "H", "C", "C", "C", "C", "C", "C", "C", "C", "H", "H", "H", "H", "H"],
  "positions_angstrom": [[-0.36, 1.28, 1.63], [0.47, 1.72, 0.43], [-0.42, 2.06, -0.64], [1.52, 2.00, 0.48], [-1.69, 1.39, -0.38], [-1.56, 0.73, 0.89], [-2.38, 0.21, 1.38], [-0.65, 2.18, 2.20], [-0.19, 2.71, -1.48], [-2.59, 1.45, -0.99], [1.69, -1.22, -0.54], [1.87, -0.53, 0.68], [0.85, -0.94, 1.72], [2.79, 0.02, 0.96], [-0.16, -1.66, 0.82], [0.48, -2.05, -0.41], [0.22, -2.87, -1.09], [2.41, -1.29, -1.35], [1.22, -1.72, 2.42], [-1.09, -2.09, 1.19], [-0.10, -0.04, -0.42], [-0.28, -0.05, -2.51], [0.06, 0.96, -3.48], [-1.36, 0.48, -3.58], [0.19, 1.98, -3.13], [0.76, 0.56, -4.22], [-2.17, 1.07, -3.13], [-3.65, 0.36, -5.00], [-2.91, -0.36, -5.35], [-1.70, -0.47, -4.63], [-0.76, -1.44, -5.01], [0.15, -1.55, -4.42], [-0.97, -2.21, -6.15], [-0.21, -2.93, -6.44], [-2.14, -2.05, -6.90], [-2.27, -2.63, -7.81], [-3.12, -1.13, -6.49], [-4.03, -1.01, -7.08], [0.33, 0.28, 2.54], [0.54, 0.45, 3.81], [1.18, 0.51, 5.03], [2.61, 0.54, 5.16], [3.23, 0.77, 6.38], [2.45, 0.95, 7.54], [1.05, 0.88, 7.46], [0.42, 0.66, 6.24], [3.21, 0.42, 4.25], [4.32, 0.84, 6.43], [2.94, 1.13, 8.50], [0.44, 1.03, 8.35], [-0.67, 0.62, 6.17]],
  "fmax_ev_per_a": 3.3,
  "spin_multiplicity": 5,
  "e_homo_ha": [-0.1846, -0.2288],
  "homo_lumo_gap_ha": [0.2021, 0.2289]
}

Record 6
{
  "formula": "C2H6P2S2",
  "method": "wB97M-V/def2-TZVPD",
  "symbols": ["C", "P", "S", "S", "H", "H", "H", "C", "P", "H", "H", "H"],
  "positions_angstrom": [[-0.83, -2.52, 0.12], [-1.70, -1.30, -0.69], [-2.03, 0.05, 0.90], [-3.08, 1.59, -0.04], [-0.74, -2.42, 1.21], [-0.40, -3.22, -0.64], [-2.09, 2.29, -0.68], [2.65, 0.86, -0.01], [1.06, 1.08, -0.54], [3.17, 1.41, 0.60], [3.20, -0.01, -0.43], [0.78, 2.18, 0.19]],
  "fmax_ev_per_a": 6.6,
  "relative_energy_kj_mol": 227.7,
  "smiles": "C=PSS.C=P",
  "e_homo_ha": -0.3270,
  "homo_lumo_gap_ha": 0.3260
}

Record 7
{
  "formula": "C5H10O2",
  "method": "wB97M-V/def2-TZVPD",
  "symbols": ["C", "C", "O", "C", "C", "C", "O", "H", "H", "H", "H", "H", "H", "H", "H", "H", "H"],
  "positions_angstrom": [[-1.95, -0.59, 0.42], [-0.97, 0.33, -0.29], [-0.96, 1.63, 0.26], [0.43, -0.25, -0.28], [1.48, 0.59, -0.96], [1.88, -0.80, 1.45], [0.81, -0.16, 1.11], [-2.94, -0.13, 0.41], [-2.01, -1.57, -0.08], [-1.66, -0.75, 1.46], [-1.25, 0.44, -1.34], [-0.56, 1.55, 1.14], [0.46, -1.29, -0.63], [2.33, 0.11, -1.45], [1.11, 1.25, -1.73], [1.91, 1.30, -0.23], [1.89, -1.67, 0.74]],
  "fmax_ev_per_a": 1.6,
  "relative_energy_kj_mol": 443.8,
  "e_homo_ha": -0.3193,
  "homo_lumo_gap_ha": 0.3377
}

Record 8
{
  "formula": "C4H8O2",
  "method": "wB97M-V/def2-TZVPD",
  "symbols": ["C", "O", "C", "C", "C", "O", "H", "H", "H", "H", "H", "H", "H", "H"],
  "positions_angstrom": [[1.60, 0.74, -0.55], [1.13, -0.59, -0.53], [0.30, -0.92, 0.55], [-1.18, -0.79, 0.17], [-1.56, 0.65, -0.09], [-1.97, 1.40, 0.77], [1.71, 1.03, -1.60], [2.57, 0.84, -0.05], [0.90, 1.44, -0.07], [0.51, -0.30, 1.43], [0.52, -1.96, 0.82], [-1.79, -1.17, 1.00], [-1.36, -1.39, -0.73], [-1.39, 1.01, -1.12]],
  "fmax_ev_per_a": 0.5,
  "relative_energy_kj_mol": 167.0,
  "smiles": "COCCC=O",
  "e_homo_ha": -0.3604,
  "homo_lumo_gap_ha": 0.3936
}

For the records above, the corresponding DFT total energy values read -2804.0786; -1039.6601; -649.5611; -4859.8955; -2230.4668; -1558.7793; -346.8564; -307.6488 Eh.